Molecular formula: C19H48O13P3Tl
Method: DFT, ωB97M-V with the def2-TZVPD basis set

Calculated values
HOMO level	-15.2	eV
max |F|	5.39	eV/A
LUMO level	-12.64	eV
DFT total energy	-79644.24595	eV

The geometry in ORCA input format:
```
! RIJCOSX wB97M-V def2-TZVPD def2/J DEFGRID3
* xyz 2 1
Tl -0.539 -0.131 0.767
C -4.046 2.258 0.223
O -2.796 1.616 0.229
H -4.340 2.825 1.106
H -4.237 2.995 -0.557
H -4.736 1.424 0.094
C -3.962 0.714 3.721
C -4.241 -0.713 4.202
O -3.227 -1.132 5.057
P -2.048 -2.091 4.365
O -1.505 -1.469 3.132
O -0.963 -2.363 5.571
C -0.368 -1.319 6.295
C 0.630 -1.961 7.304
O -2.784 -3.542 4.100
C -3.301 -4.282 5.206
C -4.697 -4.710 4.542
H -4.825 0.946 3.097
H -3.880 1.400 4.563
H -3.134 0.641 3.015
H -5.163 -0.872 4.762
H -4.344 -1.426 3.385
H 0.050 -0.703 5.500
H -1.183 -0.758 6.753
H 1.325 -2.704 6.913
H 1.324 -1.313 7.839
H 0.051 -2.513 8.044
H -2.660 -5.103 5.530
H -3.552 -3.752 6.125
H -5.105 -4.033 3.791
H -4.459 -5.593 3.950
H -5.375 -5.067 5.317
C -0.764 6.326 -2.421
C 0.279 5.140 -2.632
O -0.046 3.970 -1.882
P -0.046 2.456 -2.535
O -0.071 1.356 -1.588
O 1.235 2.479 -3.488
C 1.386 1.528 -4.536
C 2.857 1.549 -5.090
O -1.282 2.580 -3.559
C -2.536 2.741 -3.003
C -3.483 3.271 -4.079
H -0.838 6.436 -1.339
H -0.469 7.245 -2.926
H -1.730 6.075 -2.858
H 0.527 4.927 -3.672
H 1.269 5.444 -2.294
H 1.057 0.549 -4.188
H 0.640 1.630 -5.324
H 3.288 2.435 -5.555
H 3.646 1.290 -4.384
H 2.947 0.818 -5.894
H -2.910 1.758 -2.717
H -2.427 3.365 -2.116
H -3.122 4.192 -4.536
H -3.533 2.475 -4.822
H -4.518 3.397 -3.759
C 3.167 -3.355 -4.446
C 3.730 -1.920 -4.109
O 2.759 -1.304 -3.232
P 3.014 -1.258 -1.625
O 1.741 -1.127 -0.858
O 3.731 -2.673 -1.292
C 3.728 -3.232 -0.005
C 4.428 -4.551 -0.078
O 4.173 -0.100 -1.387
C 3.838 1.261 -1.377
C 4.128 1.836 0.019
H 3.730 -3.785 -5.274
H 3.332 -4.088 -3.656
H 2.163 -3.399 -4.869
H 4.728 -1.860 -3.675
H 3.773 -1.394 -5.063
H 4.236 -2.490 0.610
H 2.722 -3.470 0.340
H 3.821 -5.149 -0.757
H 5.447 -4.568 -0.462
H 4.401 -5.046 0.892
H 4.449 1.762 -2.128
H 2.770 1.401 -1.544
H 3.439 1.346 0.707
H 5.148 1.560 0.288
H 4.132 2.903 0.240
*
```

=====

Molecular formula: C19H49AlBr2ClN3O7P
Method: DFT, ωB97M-V with the def2-TZVPD basis set

Calculated values
HOMO level	-4.7	eV
max |F|	3.15	eV/A
LUMO level	2.33	eV
DFT total energy	-207796.31665	eV

The geometry in ORCA input format:
```
! RIJCOSX wB97M-V def2-TZVPD def2/J DEFGRID3
* xyz -1 1
C -2.264 3.692 1.727
Al -0.549 2.617 2.227
Br -1.026 0.403 3.082
Br 0.773 3.807 3.927
P 0.775 2.631 0.296
O 1.415 4.262 0.182
Cl -0.511 2.366 -1.373
H -3.252 3.177 2.102
H -2.146 4.757 2.250
H -2.302 3.931 0.564
H 0.618 4.873 0.286
C -1.177 1.443 10.333
O -1.879 1.276 9.109
C -1.190 1.803 7.969
C -0.633 0.672 7.087
N 0.481 -0.020 7.740
C 0.846 -1.301 7.121
C -0.239 -2.392 7.017
O -0.621 -2.966 8.268
C -1.533 -2.183 9.022
H -1.870 1.245 11.150
H -0.352 0.731 10.412
H -0.797 2.463 10.440
H -0.406 2.519 8.251
H -1.935 2.353 7.384
H -0.287 1.090 6.135
H -1.461 -0.012 6.877
H 0.241 -0.199 8.710
H 1.675 -1.706 7.711
H 1.246 -1.099 6.119
H 0.193 -3.217 6.438
H -1.120 -2.069 6.452
H -2.251 -1.652 8.391
H -0.984 -1.485 9.657
H -2.089 -2.849 9.688
C 4.832 -0.260 -5.282
O 3.508 -0.765 -5.165
C 3.444 -2.180 -4.956
C 3.033 -2.508 -3.509
N 4.098 -2.175 -2.560
C 3.670 -2.147 -1.155
C 2.530 -1.186 -0.762
O 2.881 0.197 -0.811
C 2.862 0.766 -2.111
H 4.774 0.752 -5.679
H 5.320 -0.211 -4.306
H 5.432 -0.868 -5.966
H 4.379 -2.685 -5.235
H 2.661 -2.556 -5.624
H 2.803 -3.576 -3.430
H 2.118 -1.947 -3.298
H 4.477 -1.261 -2.789
H 4.554 -1.878 -0.567
H 3.396 -3.167 -0.856
H 2.289 -1.390 0.289
H 1.603 -1.372 -1.316
H 2.066 0.353 -2.736
H 3.836 0.636 -2.585
H 2.697 1.842 -2.013
C 0.321 0.302 -5.812
O -0.534 -0.223 -4.805
C -1.330 0.768 -4.145
C -2.804 0.671 -4.575
N -2.988 1.103 -5.963
C -4.285 0.734 -6.546
C -4.665 -0.759 -6.585
O -3.894 -1.541 -7.498
C -2.613 -1.917 -7.018
H 1.047 -0.466 -6.074
H -0.243 0.554 -6.712
H 0.862 1.184 -5.456
H -0.933 1.782 -4.287
H -1.274 0.546 -3.073
H -3.416 1.300 -3.920
H -3.114 -0.368 -4.435
H -2.259 0.695 -6.540
H -4.280 1.107 -7.575
H -5.072 1.289 -6.018
H -5.697 -0.817 -6.951
H -4.681 -1.224 -5.593
H -2.612 -2.123 -5.944
H -1.883 -1.144 -7.266
H -2.303 -2.827 -7.541
*
```

=====

Molecular formula: C19H50FIN10O2P3S
Method: DFT, ωB97M-V with the def2-TZVPD basis set

Calculated values
HOMO level	-9.6	eV
max |F|	7.32	eV/A
LUMO level	-3.04	eV
DFT total energy	-89018.41885	eV

The geometry in ORCA input format:
```
! RIJCOSX wB97M-V def2-TZVPD def2/J DEFGRID3
* xyz 1 1
F 9.709 0.212 -0.998
C 8.421 0.524 -0.638
C 7.746 1.510 -1.665
C 6.263 1.127 -1.721
N 5.210 1.756 -1.253
C 4.163 0.892 -1.575
N 2.893 1.145 -1.243
P 2.577 2.638 -0.330
S 0.796 3.242 -0.739
N 4.637 -0.162 -2.218
C 3.992 -1.378 -2.749
C 3.416 -2.216 -1.530
C 1.963 -2.742 -1.798
I 2.109 -4.898 -2.051
N 5.988 -0.040 -2.328
H 8.370 1.020 0.349
H 7.830 -0.408 -0.545
H 8.222 1.448 -2.657
H 7.788 2.551 -1.314
H 2.152 0.490 -1.473
H 3.529 3.619 -0.688
H 2.728 2.301 1.044
H 4.776 -2.013 -3.197
H 3.240 -1.183 -3.530
H 3.371 -1.567 -0.631
H 4.148 -3.008 -1.319
H 1.301 -2.484 -0.961
H 1.614 -2.329 -2.755
H 6.615 -0.712 -2.750
O -2.673 0.434 -0.981
P -3.454 1.574 -1.634
N -5.001 0.843 -1.433
C -6.122 0.852 -2.346
C -5.467 0.748 -0.051
N -2.780 1.306 -3.217
C -3.366 0.347 -4.139
C -1.335 1.121 -3.198
N -4.145 3.057 -2.215
C -4.772 3.928 -1.224
C -4.264 3.537 -3.578
H -6.623 1.829 -2.409
H -6.876 0.131 -2.025
H -5.849 0.538 -3.350
H -5.950 1.677 0.277
H -4.638 0.545 0.630
H -6.177 -0.073 0.072
H -3.564 -0.623 -3.665
H -2.713 0.180 -4.998
H -4.287 0.738 -4.573
H -1.052 0.099 -2.906
H -0.872 1.816 -2.495
H -0.905 1.332 -4.182
H -5.863 3.839 -1.250
H -4.508 4.976 -1.385
H -4.436 3.674 -0.217
H -5.050 3.004 -4.120
H -3.331 3.458 -4.130
H -4.523 4.600 -3.598
O 0.197 0.311 4.967
P 0.170 -1.023 4.230
N -0.919 -0.504 2.996
C -1.988 -1.255 2.374
C -0.388 0.480 2.065
N -0.621 -1.879 5.514
C -2.070 -1.890 5.635
C -0.040 -1.615 6.833
N 0.440 -2.538 3.418
C 1.285 -2.494 2.235
C -0.124 -3.844 3.697
H -1.629 -2.038 1.690
H -2.623 -0.591 1.784
H -2.659 -1.710 3.098
H 0.182 -0.002 1.253
H 0.277 1.186 2.568
H -1.187 1.075 1.617
H -2.506 -0.886 5.551
H -2.380 -2.317 6.591
H -2.518 -2.547 4.888
H -0.388 -0.669 7.259
H 1.050 -1.581 6.774
H -0.293 -2.422 7.526
H 0.686 -2.519 1.315
H 1.992 -3.329 2.210
H 1.884 -1.579 2.223
H -1.168 -3.904 3.378
H -0.056 -4.109 4.749
H 0.421 -4.630 3.165
*
```